# 1
{"formula": "C4H4O", "method": "ωB97M-V with the def2-TZVPD basis set", "e_above_lowest_ev": 5.825, "charge": 0, "gap_ev": [8.35, 8.85], "multiplicity": 3, "species": ["C", "C", "C", "C", "O", "H", "H", "H", "H"], "coordinates": [[0.86586, 0.76471, -0.67932], [1.60226, 0.46434, 0.53265], [0.55453, -0.58579, -0.44135], [-2.54843, -0.73111, -0.07996], [1.60781, -0.90583, 0.34434], [0.21391, 1.66384, -0.77606], [1.31942, 0.86844, 1.49500], [-1.92680, -1.52675, -0.49979], [-1.68855, -0.01185, 0.10449]], "forces_ev_per_a": [[0.6, 1.5, 1.5], [-2.7, 0.1, -2.2], [-1.1, 0.5, -0.3], [3.4, 0.6, -0.2], [2.1, -1.0, 0.9], [0.8, -1.0, -0.5], [0.5, -0.1, 0.5], [-1.5, -1.2, -0.3], [-2.1, 0.5, 0.5]], "nbo_charge": [-0.425, 0.225, 0.267, -0.252, -0.470, 0.243, 0.192, 0.118, 0.102]}

# 2
{"formula": "C20H34BrCdN4O6S", "method": "ωB97M-V with the def2-TZVPD basis set", "e_above_lowest_ev": 0.000, "charge": -1, "gap_ev": 7.26, "multiplicity": 1, "species": ["Cd", "N", "C", "C", "O", "N", "C", "C", "O", "O", "H", "H", "H", "H", "H", "H", "N", "C", "C", "C", "N", "H", "H", "H", "H", "H", "H", "H", "H", "H", "H", "Br", "C", "C", "C", "C", "C", "C", "C", "O", "O", "H", "H", "H", "H", "C", "C", "C", "S", "O", "C", "C", "C", "H", "H", "H", "H", "H", "H", "H", "H", "H", "H", "H", "H", "H", "H"], "coordinates": [[-0.50688, 0.37272, 0.44015], [0.41562, -2.77735, 0.96415], [-0.91858, -2.84935, 1.58992], [-1.99201, -2.43719, 0.56852], [-2.78326, -3.31195, 0.17433], [-1.94050, -1.16468, 0.19923], [-2.90312, -0.73452, -0.80977], [-2.24247, 0.04405, -1.96186], [-2.80007, 0.06692, -3.06084], [-1.10979, 0.60717, -1.71330], [0.35495, -3.18991, 0.03914], [1.07954, -3.32763, 1.49759], [-0.94328, -2.16947, 2.44644], [-1.16727, -3.86168, 1.92239], [-3.63463, -0.05748, -0.34867], [-3.43270, -1.59082, -1.22659], [1.61909, 0.04382, 1.37393], [2.30199, 1.08773, 2.13015], [2.69297, 2.27476, 1.24878], [1.51555, 3.06542, 0.67787], [0.71979, 2.25270, -0.22623], [1.40226, -0.75788, 1.95178], [2.15809, -0.26772, 0.57114], [3.21763, 0.71181, 2.61087], [1.61833, 1.42490, 2.91381], [3.30464, 1.91736, 0.41248], [3.30909, 2.95354, 1.84323], [1.92295, 3.96133, 0.18421], [0.86190, 3.39861, 1.48909], [1.25437, 1.86713, -0.99971], [-0.07530, 2.75879, -0.59954], [-3.54602, 1.62359, 7.45034], [-3.03218, 2.57178, 5.87437], [-3.06369, 3.95607, 5.89312], [-2.67512, 4.64449, 4.75322], [-2.27821, 3.95286, 3.61862], [-2.22429, 2.56572, 3.62823], [-2.60250, 1.86507, 4.76862], [-1.64475, 1.80548, 2.44360], [-1.78385, 2.30459, 1.30661], [-1.01399, 0.75559, 2.71863], [-3.37730, 4.48476, 6.78245], [-2.66963, 5.72709, 4.75941], [-2.00286, 4.47487, 2.71166], [-2.53845, 0.78635, 4.76293], [1.50158, -5.17366, -3.18620], [0.70235, -3.87726, -3.05654], [1.58910, -2.70072, -2.68123], [0.56639, -1.20466, -2.25965], [1.60450, -0.33050, -1.62207], [0.36149, -0.62202, -4.00547], [1.25016, 0.57059, -4.31795], [2.72535, 0.19823, -4.47223], [0.84366, -6.01711, -3.39777], [2.03932, -5.38311, -2.25967], [2.23395, -5.09696, -3.99229], [-0.07386, -4.00176, -2.29603], [0.19339, -3.67187, -4.00202], [2.30815, -2.46200, -3.46496], [2.13446, -2.90250, -1.75591], [-0.69020, -0.34343, -4.06745], [0.55395, -1.46280, -4.67414], [1.13858, 1.28432, -3.49999], [0.89398, 1.04538, -5.23562], [3.10368, -0.19736, -3.53182], [3.32140, 1.07320, -4.73960], [2.85256, -0.55346, -5.25592]], "forces_ev_per_a": [[0.6, 0.1, 0.4], [0.0, 0.1, 0.1], [-0.1, 0.0, -0.1], [0.1, 0.0, 0.1], [0.0, -0.1, 0.0], [-0.7, -0.5, -0.3], [0.2, -0.1, 0.0], [0.0, -0.1, -0.1], [0.0, 0.0, 0.0], [-0.4, 0.4, -0.3], [0.1, 0.0, 0.0], [0.0, -0.1, -0.1], [0.0, 0.0, 0.0], [0.0, 0.1, 0.0], [-0.1, 0.0, -0.1], [0.0, 0.1, 0.0], [0.2, -0.2, 0.2], [0.1, 0.2, -0.1], [-0.3, -0.1, 0.0], [0.3, 0.0, 0.1], [0.0, 0.4, -0.4], [0.1, -0.1, -0.1], [-0.1, -0.1, 0.0], [-0.1, 0.0, 0.0], [0.0, 0.0, 0.0], [0.1, 0.0, 0.0], [0.1, 0.0, 0.0], [-0.1, 0.0, 0.1], [0.0, 0.0, 0.0], [0.0, 0.0, 0.0], [0.0, 0.0, -0.1], [0.0, 0.0, -0.1], [0.0, -0.1, 0.1], [0.0, 0.0, 0.0], [0.0, 0.0, 0.0], [0.0, 0.0, -0.1], [0.1, -0.1, 0.0], [0.0, 0.0, 0.0], [-0.2, 0.5, 0.5], [0.0, 0.0, 0.0], [-0.1, 0.0, 0.2], [0.0, 0.0, 0.0], [-0.1, 0.0, 0.0], [0.0, 0.0, 0.0], [0.0, 0.0, 0.1], [-0.1, 0.1, 0.0], [0.1, -0.1, 0.0], [-0.5, 0.2, 0.2], [1.0, -1.2, -1.1], [0.1, 0.5, 0.4], [-0.4, 0.1, 0.2], [0.3, -0.2, 0.2], [-0.2, 0.1, 0.0], [0.0, 0.0, 0.0], [0.0, 0.0, 0.0], [0.0, 0.0, 0.0], [-0.1, 0.0, -0.1], [-0.1, 0.0, 0.0], [0.0, 0.1, 0.0], [0.0, 0.0, 0.0], [0.0, 0.0, 0.0], [0.0, -0.1, 0.0], [0.0, 0.1, -0.1], [-0.1, 0.0, 0.1], [0.1, 0.0, 0.0], [0.0, 0.0, 0.0], [0.1, 0.0, 0.0]], "nbo_charge": [1.701, -0.854, -0.300, 0.618, -0.731, -0.840, -0.366, 0.784, -0.715, -0.912, 0.356, 0.347, 0.197, 0.178, 0.200, 0.232, -0.911, -0.218, -0.409, -0.211, -0.908, 0.396, 0.400, 0.162, 0.207, 0.194, 0.205, 0.162, 0.197, 0.397, 0.403, 0.014, -0.061, -0.260, -0.213, -0.208, -0.032, -0.248, 0.729, -0.765, -0.788, 0.218, 0.208, 0.229, 0.248, -0.597, -0.422, -0.597, 1.298, -1.060, -0.597, -0.407, -0.615, 0.209, 0.198, 0.195, 0.217, 0.202, 0.209, 0.216, 0.282, 0.198, 0.227, 0.203, 0.225, 0.199, 0.185]}

# 3
{"formula": "C16H36AsCoN2Si2", "method": "ωB97M-V with the def2-TZVPD basis set", "e_above_lowest_ev": 0.000, "charge": 2, "gap_ev": [8.64, 7.38], "multiplicity": 5, "species": ["Co", "C", "C", "C", "C", "C", "C", "C", "C", "C", "C", "H", "H", "H", "H", "H", "H", "H", "H", "H", "H", "H", "H", "H", "H", "N", "N", "H", "H", "H", "H", "C", "Si", "C", "C", "As", "Si", "C", "C", "C", "H", "H", "H", "H", "H", "H", "H", "H", "H", "H", "H", "H", "H", "H", "H", "H", "H", "H"], "coordinates": [[0.23997, -0.34318, 0.50939], [-0.70010, -4.01707, -2.58087], [-0.22185, -2.58688, -2.28477], [-0.97621, -1.57183, -3.14054], [-0.34803, -2.34128, -0.79985], [-1.50273, -1.79236, -0.21993], [-1.61741, -1.64652, 1.16846], [-0.58525, -2.04390, 2.03710], [-0.73138, -1.90045, 3.52301], [0.58833, -2.54572, 1.45397], [0.70355, -2.68806, 0.06680], [-0.56788, -4.23886, -3.63880], [-1.75979, -4.12249, -2.34138], [-0.14329, -4.75667, -2.00560], [0.84483, -2.54055, -2.53173], [-2.05643, -1.68899, -3.04506], [-0.73380, -1.72432, -4.19090], [-0.72658, -0.53663, -2.88783], [-2.32491, -1.47730, -0.84876], [-2.52213, -1.21954, 1.58362], [-0.66139, -0.84991, 3.81753], [0.03838, -2.45784, 4.05259], [-1.70539, -2.26668, 3.84617], [1.41540, -2.83370, 2.09138], [1.61941, -3.09177, -0.34947], [2.68139, 0.75368, -0.57049], [1.38016, 0.40533, -1.08237], [3.23373, 1.19770, -1.29871], [3.15783, -0.10266, -0.31049], [1.43162, -0.17040, -1.92372], [0.93457, 1.27821, -1.35811], [-2.56242, 2.69590, 3.78209], [-1.69891, 3.18645, 2.21449], [-0.88811, 4.85013, 2.30006], [-2.73904, 2.93796, 0.69500], [0.10748, 1.60816, 2.00631], [1.98203, 1.94323, 3.46831], [1.28065, 2.44803, 5.10942], [2.80709, 0.27269, 3.52307], [3.02458, 3.24829, 2.66519], [-3.39111, 3.38620, 3.96292], [-1.89575, 2.74854, 4.64406], [-2.97927, 1.68918, 3.72561], [-1.66041, 5.61869, 2.39219], [-0.30685, 5.07049, 1.40376], [-0.23448, 4.93778, 3.16943], [-3.59938, 3.61135, 0.74215], [-3.12710, 1.92019, 0.62372], [-2.19170, 3.17435, -0.21886], [0.61638, 1.69070, 5.52857], [0.73340, 3.38982, 5.04115], [2.10009, 2.59793, 5.81757], [2.14487, -0.49522, 3.92864], [3.68253, 0.32425, 4.17620], [3.15795, -0.03979, 2.53709], [2.49463, 4.19882, 2.59025], [3.34627, 2.94950, 1.66690], [3.91758, 3.41417, 3.27412]], "forces_ev_per_a": [[0.1, 0.0, -0.1], [0.0, 0.0, 0.0], [0.0, 0.0, 0.0], [0.0, 0.0, 0.0], [0.1, 0.0, 0.0], [0.0, 0.0, 0.0], [0.0, 0.0, 0.0], [0.0, 0.0, 0.1], [0.0, 0.0, 0.0], [0.0, 0.0, 0.0], [0.0, 0.0, 0.0], [0.0, 0.0, 0.0], [0.0, 0.0, 0.0], [0.0, 0.0, 0.0], [0.0, 0.0, 0.0], [0.0, 0.0, 0.0], [0.0, 0.0, 0.0], [0.0, 0.0, 0.0], [0.0, 0.0, 0.0], [0.0, 0.0, 0.0], [0.0, 0.0, 0.0], [0.0, 0.0, 0.0], [0.0, 0.0, 0.0], [0.0, 0.0, 0.0], [0.0, 0.0, 0.0], [0.0, 0.0, 0.1], [0.0, -0.1, 0.0], [0.0, 0.0, 0.0], [0.0, 0.0, 0.0], [0.0, 0.0, 0.0], [0.0, 0.0, 0.0], [0.0, 0.0, 0.0], [0.0, -0.1, 0.0], [0.0, 0.0, 0.0], [0.0, 0.0, 0.0], [0.0, -0.1, 0.0], [0.0, -0.1, 0.0], [0.0, 0.0, 0.0], [0.1, 0.0, 0.0], [0.0, 0.0, 0.0], [0.0, 0.0, 0.0], [0.0, 0.0, 0.0], [0.0, 0.0, 0.0], [0.0, 0.0, 0.0], [0.0, 0.0, 0.0], [0.0, 0.0, 0.0], [0.0, 0.0, 0.0], [0.0, 0.0, 0.0], [0.0, 0.0, 0.0], [0.0, 0.0, 0.0], [0.0, 0.0, 0.0], [0.0, 0.0, 0.0], [0.0, 0.0, 0.0], [0.0, 0.0, 0.0], [0.0, 0.0, 0.0], [0.0, 0.0, 0.0], [0.0, 0.0, 0.0], [0.0, 0.0, 0.0]], "nbo_charge": [1.294, -0.598, -0.250, -0.612, -0.015, -0.219, -0.265, -0.006, -0.650, -0.254, -0.250, 0.244, 0.220, 0.223, 0.209, 0.223, 0.252, 0.187, 0.257, 0.263, 0.238, 0.246, 0.259, 0.266, 0.259, -0.652, -0.738, 0.380, 0.365, 0.386, 0.403, -1.136, 1.485, -1.139, -1.135, -0.439, 1.472, -1.139, -1.133, -1.136, 0.274, 0.256, 0.248, 0.275, 0.256, 0.253, 0.275, 0.240, 0.248, 0.252, 0.253, 0.274, 0.239, 0.274, 0.232, 0.258, 0.254, 0.271]}

# 4
{"formula": "C28H26F6IN4O9S3TeW", "method": "ωB97M-V with the def2-TZVPD basis set", "e_above_lowest_ev": 3.868, "charge": 0, "gap_ev": [6.74, 5.28], "multiplicity": 4, "species": ["W", "O", "S", "O", "O", "O", "F", "C", "F", "F", "S", "O", "O", "N", "S", "O", "O", "C", "F", "F", "F", "I", "C", "C", "N", "N", "C", "H", "H", "H", "C", "C", "C", "C", "C", "C", "Te", "N", "C", "O", "C", "C", "C", "C", "C", "C", "C", "C", "C", "C", "C", "C", "C", "C", "C", "C", "H", "H", "H", "H", "H", "H", "H", "H", "H", "H", "H", "H", "H", "H", "H", "H", "H", "H", "H", "H", "H", "H", "H"], "coordinates": [[-1.20259, 2.01363, 1.07781], [0.10902, 1.00145, 2.07927], [-0.16317, 3.69471, 2.92714], [-0.33940, 5.11866, 2.97439], [-1.58184, 2.95715, 2.77951], [0.25116, 3.29146, 1.33083], [-1.84933, 4.40781, -2.62120], [-1.34475, 3.32298, -3.17417], [-0.05426, 3.55479, -3.42916], [-1.96487, 3.07186, -4.32366], [-1.44627, 1.77692, -2.11107], [-0.91035, 2.51502, -0.79804], [-0.32777, 1.00962, -2.69597], [-3.45097, 2.34218, -1.89013], [-4.12831, 2.28133, -0.53593], [-5.17883, 3.22958, -0.31521], [-3.19698, 2.23516, 0.66797], [-4.98793, 0.65307, -0.32959], [-6.05678, 0.62524, -1.12031], [-4.18313, -0.35708, -0.68025], [-5.37612, 0.46604, 0.92929], [-4.14707, 8.20626, 0.37719], [-2.82472, 6.63145, 0.33188], [-1.51495, 6.65903, -0.08751], [-1.05291, 5.40671, 0.04809], [-1.97369, 4.57618, 0.53822], [-3.06431, 5.30163, 0.71380], [-0.90283, 7.46176, -0.45997], [-0.11677, 5.05702, -0.07525], [-3.96942, 4.85494, 1.08811], [4.94611, -4.36513, -3.62145], [4.11156, -3.32228, -2.93161], [4.69634, -2.36559, -2.10870], [3.93920, -1.40605, -1.45089], [4.62067, -0.39706, -0.56591], [2.55087, -1.42229, -1.63716], [1.38321, 0.01587, -0.63176], [-1.33656, 0.25116, 0.14965], [-1.91573, -0.34675, 1.16948], [-2.26051, 0.45810, 2.11873], [-2.10959, -1.79886, 1.29575], [-2.47646, -2.34343, 2.52102], [-2.60472, -3.71801, 2.64761], [-2.37009, -4.54090, 1.55403], [-2.01158, -3.99380, 0.32709], [-1.88116, -2.62173, 0.19741], [1.74526, -0.50729, 1.36491], [1.49053, 0.72293, 2.19264], [1.80794, 0.52015, 3.63549], [2.12591, -0.70628, 4.13431], [2.19313, -1.83278, 3.30539], [1.97819, -1.73489, 1.88920], [2.02635, -3.00602, 1.08553], [1.93163, -2.34921, -2.47763], [0.44584, -2.39237, -2.72148], [2.73559, -3.29295, -3.10744], [6.00914, -4.15252, -3.52064], [4.70636, -4.41662, -4.68380], [4.75797, -5.35235, -3.19561], [5.77289, -2.36143, -1.97975], [5.70272, -0.47344, -0.65758], [4.35913, -0.54899, 0.48353], [4.33888, 0.62564, -0.83114], [-2.65061, -1.68223, 3.35961], [-2.88939, -4.14911, 3.59831], [-2.47498, -5.61358, 1.65506], [-1.84702, -4.63901, -0.52659], [-1.62420, -2.16880, -0.75161], [2.06142, 1.58284, 1.80343], [1.70325, 1.38404, 4.27895], [2.30317, -0.82246, 5.19588], [2.40127, -2.80639, 3.72863], [1.80256, -3.85952, 1.72484], [3.01582, -3.16236, 0.64906], [1.30139, -2.99726, 0.27354], [-0.07073, -1.49074, -2.39078], [-0.00067, -3.25074, -2.21351], [0.24198, -2.49588, -3.78725], [2.26783, -4.02022, -3.76292]], "forces_ev_per_a": [[-0.6, 0.4, 0.5], [0.0, 0.0, 0.1], [0.2, 0.1, -0.1], [0.0, 0.0, 0.0], [0.0, 0.0, 0.0], [0.0, 0.3, 0.2], [0.0, 0.0, 0.0], [0.0, -0.1, -0.1], [0.1, 0.0, 0.0], [0.0, 0.0, 0.0], [0.2, 0.0, 0.0], [0.5, 0.0, -0.4], [-0.1, 0.0, 0.1], [-0.3, 0.1, 0.0], [0.0, 0.0, 0.1], [0.0, 0.0, 0.0], [0.0, -0.2, -0.2], [0.0, 0.0, 0.0], [0.0, 0.0, 0.0], [0.0, 0.0, 0.0], [0.0, 0.0, 0.0], [0.0, 0.0, 0.0], [0.0, 0.0, 0.0], [0.0, 0.0, 0.0], [0.0, 0.0, 0.0], [0.0, 0.0, 0.0], [0.0, 0.0, 0.0], [0.0, 0.0, 0.0], [0.0, 0.0, 0.0], [0.0, 0.0, 0.0], [0.0, 0.0, 0.0], [0.0, 0.0, 0.0], [0.0, 0.0, 0.0], [0.0, 0.0, 0.0], [0.0, 0.0, 0.0], [0.0, 0.0, 0.0], [-0.1, -0.1, 0.0], [0.0, -0.4, -0.2], [0.0, -0.1, 0.0], [0.1, -0.1, -0.1], [0.0, 0.0, 0.0], [0.0, 0.0, 0.0], [0.0, 0.0, 0.0], [0.0, 0.0, 0.0], [0.0, 0.0, 0.0], [0.0, 0.0, 0.0], [0.0, 0.0, -0.1], [0.2, 0.0, 0.0], [0.0, 0.0, 0.0], [0.0, 0.0, 0.0], [0.0, 0.0, 0.0], [0.0, 0.0, 0.0], [0.0, 0.0, 0.0], [0.0, 0.0, 0.0], [0.0, 0.0, 0.0], [0.0, 0.0, 0.0], [0.0, 0.0, 0.0], [0.0, 0.0, 0.0], [0.0, 0.0, 0.0], [0.0, 0.0, 0.0], [0.0, 0.0, 0.0], [0.0, 0.0, 0.0], [0.0, 0.0, 0.0], [0.0, 0.0, 0.0], [0.0, 0.0, 0.0], [0.0, 0.0, 0.0], [0.0, 0.0, 0.0], [0.0, 0.0, 0.0], [0.0, 0.0, 0.0], [0.0, 0.0, 0.0], [0.0, 0.0, 0.0], [0.0, 0.0, 0.0], [0.0, 0.0, 0.0], [0.0, 0.0, 0.0], [0.0, 0.0, 0.0], [0.0, 0.0, 0.0], [0.0, 0.0, 0.0], [0.0, 0.0, 0.0], [0.0, 0.0, 0.0]], "lowdin_charge": [1.898, -0.389, 0.829, -0.385, -0.537, -0.594, 0.142, -0.734, 0.124, 0.137, 0.902, -0.616, -0.514, -0.244, 0.580, -0.251, -0.470, -0.671, 0.144, 0.127, 0.150, 0.861, -0.759, -0.136, -0.002, -0.039, -0.169, 0.121, 0.145, 0.108, -0.042, -0.251, -0.006, -0.308, -0.064, -0.388, 1.875, -0.159, -0.553, -0.093, -0.146, 0.002, -0.066, -0.076, -0.072, -0.031, -0.361, -0.452, 0.020, -0.068, -0.005, -0.284, -0.030, -0.298, -0.056, -0.005, 0.076, 0.084, 0.087, 0.119, 0.083, 0.074, 0.073, 0.125, 0.106, 0.104, 0.103, 0.096, 0.131, 0.112, 0.110, 0.111, 0.087, 0.091, 0.064, 0.017, 0.082, 0.096, 0.129]}